16
Properties=species:S:1:pos:R:3 method="wB97M-V/def2-TZVPD" lumo_energy_ev=0.92 e_homo_ev=-9.80 de_lowest_ev=2.0743
H -2.482 -0.531 -0.297
C 1.962 -0.996 -0.676
H 1.028 1.646 1.261
C -1.611 -0.948 0.191
C -0.364 -0.562 -0.548
H 2.567 -0.321 -0.069
H 1.830 -0.583 -1.677
O 0.703 -1.174 -0.031
H -1.681 -2.036 0.252
H -1.782 2.203 0.905
N -0.951 1.933 1.434
C 0.098 1.877 0.747
O -0.316 0.160 -1.541
H 0.112 1.862 -0.424
H -1.550 -0.556 1.209
H 2.437 -1.975 -0.736

=====

16
Properties=species:S:1:pos:R:3 method="wB97M-V/def2-TZVPD" lumo_energy_ev=0.91 e_homo_ev=-10.01 de_lowest_ev=1.0926
H -1.225 -1.254 -0.816
H 2.259 0.420 0.942
H -0.482 2.501 -0.204
H 0.546 -2.102 0.453
C 2.101 -0.209 0.052
H -1.973 1.673 0.299
C -0.244 0.384 0.186
H -1.962 -0.828 0.726
N 0.961 0.167 -0.617
C -1.061 1.576 -0.298
C -1.003 -0.947 0.220
H 0.785 -0.396 -1.444
H -1.357 1.496 -1.350
O -0.293 -1.951 0.910
H 0.090 0.568 1.215
O 2.857 -1.098 -0.273

=====

16
Properties=species:S:1:pos:R:3 method="wB97M-V/def2-TZVPD" lumo_energy_ev=0.79 e_homo_ev=-9.54 de_lowest_ev=1.0955
H 0.866 -2.445 -0.097
H 1.364 -0.220 -0.294
H -0.157 -1.856 -1.409
C -0.090 -0.009 1.322
O -1.167 0.264 1.761
H 0.551 -0.569 3.019
C -0.031 1.871 -1.120
H 0.852 2.000 -1.737
H 0.177 2.259 -0.103
H -0.827 2.520 -1.477
N -0.499 0.475 -1.104
O 0.881 -0.570 2.106
H -1.428 0.531 -0.693
C 0.016 -1.808 -0.333
H -0.797 -2.162 0.298
C 0.290 -0.281 -0.141

=====

16
Properties=species:S:1:pos:R:3 method="wB97M-V/def2-TZVPD" lumo_energy_ev=0.55 e_homo_ev=-9.07 de_lowest_ev=3.7114
C -1.093 -0.654 -0.270
H 0.266 -2.278 0.159
H 2.153 0.991 1.825
C -1.144 0.846 -0.400
H 0.918 -0.960 -0.864
C 0.311 -1.201 0.017
O 1.338 -1.346 2.215
H -1.080 1.364 0.577
H 1.400 1.134 0.242
N 1.563 0.615 1.097
O -0.051 1.294 -1.226
H -1.940 -1.320 -0.650
H -0.235 2.197 -1.514
C 1.096 -0.660 1.237
H -1.403 -1.125 -1.596
H -2.100 1.104 -0.851

=====

16
Properties=species:S:1:pos:R:3 method="wB97M-V/def2-TZVPD" lumo_energy_ev=0.84 e_homo_ev=-9.38 de_lowest_ev=2.6870
C -1.942 0.223 -0.389
H 1.747 1.777 -0.844
H -1.862 1.268 -0.091
H -2.881 -0.155 0.008
C 1.736 -0.929 0.291
H 0.923 1.733 0.443
N 0.887 1.347 -0.486
O -0.447 -0.693 1.517
H -0.925 -1.641 -0.260
H -2.087 0.339 -1.457
O 2.711 -0.418 0.771
C -0.770 -0.643 0.024
H 1.523 -1.885 0.494
H -0.169 0.185 1.852
C 0.679 -0.095 -0.438
H 0.879 -0.411 -1.435

=====

16
Properties=species:S:1:pos:R:3 method="wB97M-V/def2-TZVPD" lumo_energy_ev=0.85 e_homo_ev=-9.45 de_lowest_ev=2.4142
H 2.211 -1.376 0.360
C 1.203 -1.507 -0.062
H -2.524 0.904 -0.818
H 0.228 -1.570 1.861
C -0.089 1.503 1.001
H 0.244 2.274 1.701
C 0.199 -0.966 0.945
O 0.576 0.356 1.338
O 1.097 -0.901 -1.335
H -1.424 1.743 -1.887
N -0.905 1.843 0.106
H -0.820 -0.992 0.551
H -0.959 0.158 -1.279
H 1.387 0.018 -1.254
C -1.459 1.093 -1.005
H 1.036 -2.579 -0.222